20
Properties=species:S:1:pos:R:3 method="wB97M-V/def2-TZVPD" de_lowest_kj_mol=357.81 lumo_energy_ev=-3.08 total_charge=+1 e_tot_ha=-361.63183
C -1.65 -1.58 0.03
C -2.12 -0.47 -0.53
C 1.77 0.08 0.42
C 1.98 -0.51 -0.94
C -0.42 1.70 0.03
N 0.64 1.27 -0.06
N -1.53 2.35 0.13
N 1.43 -0.74 1.38
H -1.34 -2.45 -0.57
H -1.63 -1.61 1.16
H -1.89 -0.28 -1.56
H 2.44 0.96 0.59
H 2.50 -1.51 -1.09
H 2.62 0.23 -1.46
H 1.07 -0.76 -1.47
H -2.14 2.47 -0.61
H -1.71 2.66 1.04
H 1.24 -1.66 1.09
H 1.27 -0.48 2.36
H -2.53 0.33 0.06

---

20
Properties=species:S:1:pos:R:3 method="wB97M-V/def2-TZVPD" de_lowest_kj_mol=208.84 lumo_energy_ev=-2.79 total_charge=+1 smiles="C[C@@H]1CC(N)=N[N@H+]1C" e_tot_ha=-361.68857
C -1.30 1.44 -0.82
C -0.83 0.47 0.22
C 0.55 0.78 0.82
C 1.42 0.12 -0.21
N 2.72 0.39 -0.19
N 0.83 -0.87 -0.78
N -0.55 -0.88 -0.34
C -0.87 -2.04 0.56
H -1.82 0.95 -1.69
H -0.49 2.06 -1.08
H -1.87 2.15 -0.23
H -1.78 0.46 0.89
H 0.79 0.31 1.75
H 0.53 1.88 0.92
H 2.98 1.33 -0.10
H 3.18 -0.35 -0.69
H -1.06 -1.13 -1.24
H -0.16 -2.79 0.16
H -0.46 -1.84 1.55
H -1.81 -2.44 0.51

---

20
Properties=species:S:1:pos:R:3 method="wB97M-V/def2-TZVPD" de_lowest_kj_mol=221.39 lumo_energy_ev="-3.53 / -6.32" total_charge=+1 e_tot_ha=-361.49096 multiplicity=3
C -1.36 1.64 -0.45
C -1.25 -0.49 0.06
C 0.21 0.16 0.10
C -1.78 -1.06 1.43
C 2.50 -0.13 -0.71
N -2.07 0.59 -0.39
N -0.03 1.50 -0.12
N 1.16 -0.47 -1.02
H -1.87 2.60 -0.76
H -1.11 -1.31 -0.51
H 0.75 0.03 1.19
H -1.49 -0.44 2.31
H -1.76 -2.09 1.80
H -2.84 -0.97 1.34
H 2.63 1.04 -0.81
H 2.80 -0.45 0.31
H 3.25 -0.51 -1.46
H 0.46 2.25 0.44
H 1.02 -1.58 -0.81
H 0.79 -0.31 -1.94

---

21
Properties=species:S:1:pos:R:3 method="wB97M-V/def2-TZVPD" de_lowest_kj_mol=243.20 lumo_energy_ev=-3.55 total_charge=+1 e_tot_ha=-759.84119
C 2.09 0.77 1.95
C -2.47 0.69 -2.08
C -0.80 -1.18 -1.74
C 2.44 -1.27 0.72
C -1.45 0.05 -1.23
N 2.86 2.56 3.35
N 2.30 1.49 2.87
N 1.68 -0.10 1.15
S -1.05 0.70 0.23
H -2.19 0.64 -3.13
H -3.42 0.15 -1.97
H -2.65 1.73 -1.78
H -0.35 -1.77 -0.94
H -0.02 -0.91 -2.46
H -1.52 -1.80 -2.27
H 2.45 -1.30 -0.36
H 1.95 -2.17 1.10
H 3.46 -1.23 1.09
H 2.61 2.77 4.31
H 3.06 3.34 2.74
H 0.69 -0.01 0.76

---

21
Properties=species:S:1:pos:R:3 method="wB97M-V/def2-TZVPD" de_lowest_kj_mol=548.36 lumo_energy_ev=0.78 e_tot_ha=-416.53659
H -3.55 -0.04 -0.37
N -2.89 0.64 -0.04
C -1.98 0.84 -0.93
N -1.16 1.89 -0.62
C 0.41 1.59 -0.94
C 1.21 0.65 -0.07
N 1.05 -0.65 -0.70
N 1.74 -1.70 -0.11
C 1.19 -2.17 0.97
C 0.08 -1.52 1.74
H -1.66 0.09 -1.83
H -1.22 2.45 0.20
H 0.56 1.13 -2.08
H 0.75 2.66 -0.95
H 2.21 1.18 -0.27
H 1.26 0.61 0.93
H 1.65 -0.82 -1.64
H 1.60 -3.06 1.28
H -0.12 -0.43 2.42
H -0.66 -2.31 2.20
H -0.48 -1.03 0.82

---

19
Properties=species:S:1:pos:R:3 method="wB97M-V/def2-TZVPD" de_lowest_kj_mol=67.54 lumo_energy_ev=3.85 total_charge=-1 smiles=NCCCCC[O-] e_tot_ha=-327.67032
N -2.61 -0.87 0.93
C -1.75 -0.88 -0.28
C -1.16 0.48 -0.69
C -0.26 1.16 0.35
C 1.06 0.38 0.57
C 1.98 0.17 -0.64
O 3.09 -0.48 -0.33
H -1.99 -0.58 1.68
H -3.20 -0.04 0.84
H -0.91 -1.50 0.06
H -2.16 -1.34 -1.17
H -2.00 1.16 -0.91
H -0.68 0.37 -1.66
H 0.03 2.09 -0.13
H -0.80 1.28 1.28
H 1.58 0.81 1.43
H 0.80 -0.62 0.94
H 1.41 -0.25 -1.52
H 2.14 1.24 -1.08

---

19
Properties=species:S:1:pos:R:3 method="wB97M-V/def2-TZVPD" de_lowest_kj_mol=47.97 lumo_energy_ev=3.81 total_charge=-1 smiles=CCCCNC[O-] e_tot_ha=-327.67778
C -1.94 -2.06 -0.96
C -0.46 -1.76 -1.12
C -0.20 -0.25 -1.36
C -0.39 0.61 -0.08
N 0.52 0.16 0.99
C 1.56 1.22 1.36
O 1.19 2.47 1.33
H -2.31 -1.42 -0.16
H -2.14 -3.07 -0.60
H -2.47 -1.89 -1.90
H 0.06 -2.26 -1.95
H 0.08 -2.12 -0.24
H 0.82 -0.13 -1.70
H -0.78 0.14 -2.20
H -1.41 0.67 0.31
H -0.11 1.63 -0.37
H -0.10 0.07 1.79
H 1.97 0.87 2.34
H 2.44 0.94 0.63

---

19
Properties=species:S:1:pos:R:3 method="wB97M-V/def2-TZVPD" de_lowest_kj_mol=398.00 lumo_energy_ev=3.48 total_charge=-1 e_tot_ha=-327.54446
C -0.33 -2.53 -1.54
O -0.04 -3.67 -0.89
C 0.55 -1.35 -1.02
C 0.21 0.01 -1.66
C 0.63 1.13 -0.72
C -0.47 1.85 3.18
N -0.02 2.28 -0.52
H -0.23 -2.56 -2.65
H -1.39 -2.18 -1.35
H 1.58 -1.67 -1.18
H 0.38 -1.37 0.06
H 0.82 0.23 -2.54
H -0.87 0.05 -1.73
H 1.52 0.83 -0.13
H -0.43 1.32 0.02
H -1.23 1.80 3.95
H -0.74 1.46 2.21
H -0.43 2.94 3.02
H 0.49 1.45 3.47

---

Repeat the first record exactly.
20
Properties=species:S:1:pos:R:3 method="wB97M-V/def2-TZVPD" de_lowest_kj_mol=357.81 lumo_energy_ev=-3.08 total_charge=+1 e_tot_ha=-361.63183
C -1.65 -1.58 0.03
C -2.12 -0.47 -0.53
C 1.77 0.08 0.42
C 1.98 -0.51 -0.94
C -0.42 1.70 0.03
N 0.64 1.27 -0.06
N -1.53 2.35 0.13
N 1.43 -0.74 1.38
H -1.34 -2.45 -0.57
H -1.63 -1.61 1.16
H -1.89 -0.28 -1.56
H 2.44 0.96 0.59
H 2.50 -1.51 -1.09
H 2.62 0.23 -1.46
H 1.07 -0.76 -1.47
H -2.14 2.47 -0.61
H -1.71 2.66 1.04
H 1.24 -1.66 1.09
H 1.27 -0.48 2.36
H -2.53 0.33 0.06